Record 1
The following is a DFT calculation (wB97M-V/def2-TZVPD) of a molecular structure, C13H23ClNNiO4P in a non-equilibrium geometry.

Structure (XYZ):
```
44
Properties=species:S:1:pos:R:3:lowdin_charge:R:1
Ni -0.77 1.36 0.00 0.588
Cl 0.06 -1.49 3.93 0.877
P 0.50 2.55 -1.12 0.789
O 0.86 -0.96 5.04 -0.478
O 0.80 -1.27 2.61 -0.547
O -0.35 1.07 1.95 -0.113
O -1.25 -0.72 3.81 -0.526
N 1.14 -2.97 -1.60 -0.276
C -3.01 0.25 -3.93 -0.068
C -1.53 1.61 -2.58 -0.335
C -0.80 2.91 -2.34 -0.293
C 1.37 -2.50 -2.95 -0.101
C 0.94 4.13 -0.38 -0.241
C -1.70 -0.77 -2.12 -0.223
C -1.30 -2.09 -1.50 -0.147
C 1.91 2.01 -2.10 -0.213
C 2.34 -3.15 -0.78 -0.094
C -1.24 0.52 -1.74 -0.134
C 0.08 -2.31 -0.84 -0.213
C -2.65 -0.86 -3.16 -0.046
C -2.42 1.48 -3.65 -0.053
H 0.42 -2.32 -3.45 0.075
H -2.64 2.35 -4.28 0.112
H 2.24 2.84 -2.72 0.058
H 1.52 3.92 0.53 0.055
H 3.07 -2.33 -0.91 0.080
H -0.29 3.30 -3.23 0.103
H 0.39 -1.39 -0.29 0.101
H 2.71 1.71 -1.41 0.059
H 0.38 0.42 2.08 0.027
H -3.09 -1.84 -3.39 0.115
H -1.43 3.70 -1.91 0.096
H 1.63 1.16 -2.73 0.050
H 1.53 4.72 -1.08 0.053
H 1.97 -1.57 -3.01 0.072
H -0.95 0.50 2.47 0.020
H -3.73 0.14 -4.74 0.105
H 2.84 -4.08 -1.05 0.080
H 1.93 -3.27 -3.50 0.086
H 0.03 4.66 -0.09 0.054
H -1.46 -2.88 -2.24 0.114
H -2.03 -2.29 -0.69 0.130
H 2.06 -3.19 0.29 0.085
H -0.11 -3.06 -0.04 0.121
```

energy relative to the best compared isomer or geometry (same formula, charge and spin)	8.3	kcal/mol
gap between HOMO and LUMO (alpha / beta)	7.74 / 7.01	eV
HOMO energy (alpha / beta)	-8.2087 / -8.2290	eV
spin multiplicity	3
strongest force on any atom	0.0594	Eh/bohr
electronic energy	-3174.42555	Eh

***

Record 2
The following is a DFT calculation (wB97M-V/def2-TZVPD) of a molecular structure, C13H23F2InOPSi in a non-equilibrium geometry.

Structure (XYZ):
```
42
Properties=species:S:1:pos:R:3:lowdin_charge:R:1
In -1.76 1.29 0.88 0.498
P -2.15 3.52 -0.28 0.638
Si 0.74 -2.08 0.51 0.579
F 0.92 2.55 1.49 -0.071
F -0.09 1.92 3.34 -0.031
O -3.66 3.42 -1.06 -0.478
C 0.38 -1.05 2.05 -0.262
C -3.38 0.88 2.37 -0.279
C 2.27 -3.14 0.90 -0.179
C 0.65 -0.27 -3.26 -0.090
C 0.32 -0.98 -2.12 -0.123
C 0.16 1.50 2.05 -0.544
C 1.88 0.39 -3.36 -0.099
C 2.41 -0.40 -1.15 -0.107
C -0.90 3.49 -1.68 -0.385
C 2.76 0.33 -2.28 -0.094
C -0.70 -3.24 0.14 -0.167
C 1.09 0.31 2.11 -0.216
C 1.19 -1.07 -1.03 -0.248
H 2.14 0.95 -4.24 0.092
H -1.59 -2.94 0.69 0.025
H -0.70 -0.97 2.17 0.042
H -0.03 -0.20 -4.10 0.096
H 2.95 -2.54 1.50 0.023
H -1.71 -0.11 -0.23 -0.064
H 1.65 0.38 3.05 0.111
H 3.12 -0.44 -0.33 0.094
H -0.64 -1.47 -2.11 0.075
H -3.86 -0.08 2.17 -0.049
H -0.94 -3.29 -0.92 0.014
H -4.16 1.63 2.35 -0.047
H -0.36 4.43 -1.69 -0.002
H 1.98 -4.02 1.45 0.018
H -4.00 2.54 -0.91 -0.013
H 0.72 -1.66 2.89 0.072
H -0.20 2.68 -1.53 -0.013
H -0.42 -4.24 0.46 0.017
H 2.78 -3.41 -0.03 0.023
H -1.43 3.32 -2.62 0.017
H -2.96 0.81 3.37 -0.044
H 1.83 0.41 1.33 0.078
H 3.71 0.84 -2.34 0.094
```

total charge	-1
gap between HOMO and LUMO	6.49	eV
HOMO energy	-3.6031	eV
spin multiplicity	1
strongest force on any atom	0.0205	Eh/bohr
electronic energy	-1605.13571	Eh

***

Record 3
The following is a DFT calculation (wB97M-V/def2-TZVPD) of a molecular structure, C13H23F6MnN6O2P in a non-equilibrium geometry.

Structure (XYZ):
```
52
Properties=species:S:1:pos:R:3:lowdin_charge:R:1
Mn 0.17 0.86 0.73 0.961
P 2.88 -0.20 2.47 0.283
F 1.63 1.10 1.99 -0.296
F 1.86 -0.30 3.72 -0.129
F 3.84 -1.24 3.01 -0.020
F 3.70 1.02 3.06 -0.086
F 3.54 0.16 1.00 -0.144
F 1.92 -1.24 1.66 -0.167
O -3.40 0.92 -0.37 0.115
O -1.19 0.57 -0.33 -0.205
N 0.96 2.82 -0.11 -0.132
N -0.88 2.46 1.90 -0.018
N 1.36 0.23 -0.88 -0.017
N -0.37 -1.70 -2.30 0.045
N -2.30 -6.21 -4.20 0.193
N -0.84 -0.43 2.12 -0.028
C -1.32 -1.63 -3.25 -0.101
C -0.06 -2.90 -1.83 -0.144
C -1.74 -3.94 -3.13 -0.210
C -2.48 0.21 -0.03 -0.498
C -2.66 -1.24 0.58 -0.044
C -2.22 -5.21 -3.66 -0.160
C -2.05 -2.72 -3.68 0.004
C 2.30 2.51 -0.58 -0.200
C 0.95 3.86 0.90 -0.194
C -0.47 3.84 1.46 -0.182
C -1.61 -1.58 1.61 -0.205
C 2.26 1.26 -1.41 -0.191
C -0.75 -4.04 -2.15 -0.011
H -2.59 -1.95 -0.27 0.124
H 1.20 4.89 0.55 0.147
H -3.64 -1.23 1.02 0.115
H -1.64 -0.62 -3.45 0.118
H 2.87 2.29 0.34 0.111
H 1.88 1.48 -2.45 0.147
H 0.30 3.08 -0.86 0.159
H -2.87 -2.62 -4.40 0.138
H 1.90 -0.53 -0.44 0.091
H 1.68 3.61 1.66 0.121
H -0.77 -2.24 1.28 0.125
H -0.85 2.45 2.91 0.101
H 0.76 -0.26 -1.55 0.057
H 0.63 -2.96 -1.01 0.106
H -1.47 0.13 2.78 0.151
H -0.57 -5.05 -1.66 0.158
H 2.74 3.36 -1.10 0.139
H -0.14 -0.87 2.69 0.069
H -1.91 2.38 1.71 0.118
H -1.25 4.12 0.77 0.120
H 3.26 0.88 -1.54 0.119
H -2.01 -2.13 2.44 0.120
H -0.53 4.58 2.28 0.131
```

energy relative to the best compared isomer or geometry (same formula, charge and spin)	8.7	kcal/mol
total charge	+1
gap between HOMO and LUMO (alpha / beta)	8.14 / 10.10	eV
HOMO energy (alpha / beta)	-12.7949 / -13.3353	eV
spin multiplicity	5
strongest force on any atom	0.0506	Eh/bohr
electronic energy	-3079.78599	Eh

***

Record 4
The following is a DFT calculation (wB97M-V/def2-TZVPD) of C13H23FN4O in the gas phase in a non-equilibrium geometry.

Structure (XYZ):
```
42
Properties=species:S:1:pos:R:3:lowdin_charge:R:1
F 2.94 -2.40 -3.57 0.132
O 2.39 0.20 2.15 -0.216
N 1.04 -1.39 -4.01 0.146
N 1.60 -2.17 -1.84 0.154
N 0.47 -1.70 -1.37 0.132
N -0.10 -0.91 -3.55 0.135
C -2.18 0.81 1.47 -0.185
C -1.59 -0.49 -1.68 -0.117
C -2.20 -0.74 1.31 -0.190
C -2.52 -1.59 -1.12 -0.188
C -0.31 -1.08 -2.25 -0.341
C 1.80 -1.96 -3.12 -0.462
C 1.89 1.17 -0.02 -0.175
C -0.72 1.41 1.56 -0.189
C 1.10 2.51 0.02 -0.186
C 2.94 1.03 1.13 -0.200
C 2.79 -1.15 2.02 -0.119
C -0.39 2.40 0.43 -0.201
C -3.18 -1.25 0.22 -0.203
H -0.65 1.94 2.51 0.109
H -1.99 -2.55 -1.11 0.106
H -0.68 3.40 0.80 0.109
H -2.51 -1.13 2.29 0.103
H -3.92 -0.46 0.04 0.107
H -0.05 0.55 1.63 0.077
H -2.11 0.09 -2.45 0.119
H 3.12 2.01 1.60 0.116
H -3.33 -1.72 -1.86 0.108
H 3.85 0.60 0.71 0.115
H -0.98 2.26 -0.48 0.091
H 1.65 3.26 0.60 0.102
H 1.11 2.89 -1.01 0.102
H 2.45 1.10 -0.96 0.103
H 3.76 -1.33 2.51 0.088
H 1.25 0.29 0.05 0.074
H 2.80 -1.51 0.98 0.079
H 2.06 -1.77 2.56 0.088
H -2.68 1.29 0.62 0.094
H -1.20 -1.12 1.08 0.096
H -3.75 -2.11 0.60 0.105
H -2.69 1.10 2.40 0.100
H -1.27 0.22 -0.91 0.080
```

gap between HOMO and LUMO	8.21	eV
SMILES	COCCCCCCCCCCc1nnc(F)nn1
HOMO energy	-9.5235	eV
spin multiplicity	1
strongest force on any atom	0.0437	Eh/bohr
electronic energy	-903.15948	Eh

***

Record 5
The following is a DFT calculation (wB97M-V/def2-TZVPD) of C13H23FNO2PS3 in the gas phase in a non-equilibrium geometry.

Structure (XYZ):
```
44
Properties=species:S:1:pos:R:3:lowdin_charge:R:1
S 2.47 4.25 -0.96 0.698
S -1.87 -3.66 1.00 0.650
S -0.87 -2.42 -1.38 0.921
P 2.80 -1.05 0.01 1.023
F 0.71 -1.68 3.38 0.058
O -3.31 1.47 0.77 -0.117
O 2.87 -1.86 3.00 0.154
N -2.77 -1.29 0.31 -0.147
C 1.36 -1.39 1.15 -0.278
C -2.74 1.07 -0.46 -0.191
C -2.71 -0.76 1.69 -0.129
C 2.88 0.80 -0.07 -0.362
C -0.26 -0.74 -1.70 -0.480
C -1.92 -2.33 0.03 -1.138
C 2.18 -1.60 -1.65 -0.393
C 1.80 -1.67 2.56 -0.518
C -3.19 -0.35 -0.73 -0.142
C 1.09 -0.84 -2.41 -0.302
C 1.92 3.13 0.37 -0.556
C 1.64 1.70 -0.10 -0.332
C -2.65 0.77 1.81 -0.177
H -1.65 1.14 -0.37 0.101
H -2.90 -0.71 -1.72 0.099
H 1.23 1.75 -1.11 0.073
H 0.80 -2.25 0.78 0.056
H 1.04 3.56 0.84 0.062
H 3.09 -1.58 -2.26 0.071
H 2.74 3.13 1.09 0.063
H -1.61 1.12 1.89 0.116
H 1.92 -2.66 -1.54 0.061
H 2.01 3.53 -1.99 -0.160
H -4.28 -0.33 -0.73 0.138
H 1.45 0.16 -2.64 0.098
H -0.15 -0.22 -0.75 0.033
H 0.93 -1.34 -3.38 0.108
H 0.66 -0.56 1.23 0.064
H -3.06 1.75 -1.25 0.136
H -1.81 -1.18 2.16 0.086
H -3.55 -1.14 2.27 0.121
H 3.53 1.03 -0.92 0.084
H -3.16 1.06 2.73 0.129
H 3.46 1.06 0.82 0.073
H 0.84 1.30 0.54 0.072
H -0.96 -0.18 -2.32 0.076
```

gap between HOMO and LUMO	8.56	eV
SMILES	O=C(F)CP(CCCS)CCCSC(=S)N1CCOCC1
HOMO energy	-8.4722	eV
spin multiplicity	1
strongest force on any atom	0.0361	Eh/bohr
electronic energy	-2350.13388	Eh